ORCA calculation (ωB97M-V/def2-TZVPD) on a cluster of 4 separate species, C28H68BFN4O5 in total.

Each line ends with the Löwdin charge.
Positions of all 107 atoms, in Å:
N -1.9996 -0.1299 -1.2881  -0.06
H -3.7140 -4.8654 5.6191  0.10
N 7.8576 4.8308 -0.9920  -0.20
C -7.7873 -2.3015 -0.1576  -0.14
H 10.7745 4.4354 -1.3419  0.05
C -4.2225 -4.2274 2.8061  -0.08
C 1.8811 5.1873 -2.5936  -0.24
H 4.5691 3.6771 -1.9898  0.05
H -6.9565 -4.9244 -3.1033  0.09
C -6.5182 -2.8408 -0.8219  -0.30
F -2.3437 -3.3505 -3.8466  -0.02
C 9.2657 6.9366 -1.3526  -0.08
H 10.2173 4.0489 0.2885  0.07
H -2.0845 -5.3975 7.4107  0.07
H 2.9295 7.0779 -2.6533  0.07
H 2.5862 2.6908 -3.0813  0.11
H -4.7511 -8.3254 4.3196  0.07
C 0.1199 5.1647 -0.2095  -0.09
C 2.5285 2.8748 -2.0049  -0.25
H 3.9953 5.7115 -2.3446  0.05
H -5.5716 -3.9417 -3.6250  0.09
C -3.0631 -7.0433 3.9034  -0.24
H 9.2336 7.1401 -0.2808  0.07
H 7.3447 4.0799 0.8494  0.12
H -2.4879 -0.7992 -4.2659  0.10
C -3.4938 -2.2236 -2.1348  -0.16
H 1.0554 3.2581 0.0327  0.11
C -1.4231 -3.8250 -0.2608  -0.08
H 6.1999 6.0495 1.7215  0.07
H -2.8653 -7.3586 2.8756  0.11
H 0.9538 5.7628 -2.6404  0.10
C -2.7978 -4.7822 2.9550  -0.25
H -1.2314 1.7180 -0.6704  0.07
C 8.1112 6.0253 -1.7841  -0.25
H -2.1135 -3.9353 3.0665  0.11
C 3.0074 6.1200 -2.1354  -0.08
C 7.6013 5.0533 0.4215  -0.27
H -2.4725 -7.7101 4.5356  0.10
C -1.6833 1.2786 -1.5623  -0.06
H 2.0435 1.9941 -1.5712  0.11
H 9.1901 7.8949 -1.8698  0.07
H -4.9176 -4.9838 2.4384  0.06
H -6.2567 -3.7877 -0.3272  0.15
H -0.6867 -2.5621 -1.8893  0.11
H -2.5114 -1.3698 0.3392  0.06
H -5.5408 -4.7468 -2.0435  0.09
H 2.0739 4.8557 -3.6171  0.11
H -7.7025 -1.2370 0.0837  0.13
C 3.9448 2.9809 -1.4309  -0.09
O -4.1098 -2.5157 -0.8752  -0.15
H -4.8137 -6.7939 5.1833  0.07
C 1.3050 4.2311 -0.4020  -0.28
H 7.1943 6.6195 -1.7991  0.10
H -3.2624 0.2325 0.3921  0.10
H -4.2528 -2.2349 -2.9287  0.14
H -2.1447 -4.1377 5.3264  0.12
C -2.0689 -5.9492 6.4701  -0.09
H -3.1416 -4.3310 -2.2552  0.15
H -8.6341 -2.4429 -0.8306  0.14
H 10.2415 6.5126 -1.5838  0.05
H -2.4855 -3.9031 -0.0275  0.05
H 5.5705 5.6926 0.1051  0.06
C 6.4523 6.0187 0.6607  -0.09
H -5.3560 -1.5206 0.3909  0.13
C -5.3516 -1.8843 -0.6424  -0.15
O -8.1476 -3.0091 1.0186  -0.13
C 10.1652 3.7464 -0.7584  -0.09
H -4.6077 -3.8392 3.7505  0.08
H 8.2317 2.8161 -0.8114  0.11
H -2.5178 -5.2785 2.0228  0.10
H 8.4868 5.4058 0.9743  0.10
O -2.7931 -0.2330 -3.5528  0.14
H -6.6218 -3.3574 2.0762  0.06
H 0.3376 6.1897 -0.5117  0.07
B -2.7389 -0.8037 -2.2852  -0.54
H 6.6916 7.0378 0.3543  0.07
C -2.3525 -0.3174 0.1219  -0.06
H -0.9502 -4.7655 0.0239  0.07
C -2.5801 -3.4120 -2.4581  -0.28
H 2.9482 6.3219 -1.0641  0.06
H 4.4338 2.0053 -1.4661  0.07
O -7.2340 -2.6063 2.0499  -0.02
C -6.1809 -4.2317 -2.7653  -0.08
C 8.7174 3.6897 -1.2574  -0.25
H -5.4857 -1.0211 -1.3083  0.15
H 2.1529 4.6180 0.1862  0.10
H 3.9305 3.3035 -0.3883  0.06
H 8.2675 5.6969 -2.8149  0.11
C -2.6679 -5.0976 5.3620  -0.28
H -1.0055 -3.0469 0.3785  0.07
H -0.7405 4.8150 -0.7830  0.08
H 10.6195 2.7570 -0.8383  0.07
H -2.6273 -6.8732 6.6249  0.06
H -1.0352 -6.2079 6.2368  0.08
N -2.5245 -5.6983 4.0462  -0.20
H -2.5893 1.8575 -1.7690  0.10
H -0.9942 1.3785 -2.3980  0.09
C -1.2406 -3.4938 -1.7525  -0.16
H -0.1574 5.1903 0.8455  0.07
N 1.6247 3.9954 -1.7985  -0.20
H -0.6706 -4.2774 -2.2564  0.12
H -1.5387 0.0556 0.7487  0.09
H 8.7154 3.5207 -2.3379  0.11
H -5.2061 -6.8559 3.4657  0.05
O -6.7885 -3.0873 -2.1912  -0.14
H -4.2122 -3.4028 2.0868  0.06
C -4.5448 -7.2572 4.2324  -0.08

E_tot   -1827.47484 a.u.
SMILES string   CC[C@H](F)[C@@H](OC[C@@H](COO)OC)B(O)N(C)C.CCN(CC)CC.CCN(CC)CC.CCN(CC)CC


ORCA calculation (ωB97M-V/def2-TZVPD) on a structure of composition C28H70CdF3IO10.

Each line ends with the Löwdin charge.
Positions of all 113 atoms, in Å:
O -3.5012 0.1148 -3.5807  -0.06
H 1.8642 1.6847 -1.1919  0.05
O 2.0958 1.5183 -0.2753  -0.13
H 4.2925 -4.7987 -1.6929  0.08
O -1.9570 -2.0346 3.1428  -0.13
O -0.6026 1.6459 -1.1972  -0.29
H -5.5172 2.6161 -2.9433  0.08
H 2.5790 -1.0349 4.5122  0.08
C -0.8258 4.1671 -1.9815  -0.61
H 2.4182 4.1380 -0.0945  0.08
H 4.5357 -1.8687 -1.3136  0.07
H 0.0741 -3.9039 -0.7995  0.06
H 0.5651 3.0755 -4.7174  0.12
C -4.3981 1.6085 -5.3102  -0.04
H -4.5114 -3.2339 3.2229  0.06
O 2.6674 -3.0643 -0.1311  -0.09
H 3.0051 1.4435 -3.7869  0.06
O 0.7238 2.5136 -2.6427  -0.14
H 0.6243 -0.2286 3.0957  -0.06
H 0.8645 -3.0038 2.0977  0.07
C 2.0794 -1.2094 2.3348  -0.40
H 1.3845 -1.3868 -2.6899  0.08
C 3.2073 3.5297 -0.5366  -0.06
H -3.5090 2.2366 -5.3664  0.07
H -3.5310 0.4865 2.5517  0.08
F -0.9647 4.8108 -3.1273  0.17
H 2.5656 -3.2913 2.6217  0.08
C 4.8991 -2.2340 -0.3531  -0.03
H -4.7913 1.5572 -1.7805  0.08
H 3.8993 -0.7854 3.3084  0.08
H 1.3224 -2.6821 3.7032  0.09
C 0.9372 2.3293 -4.0153  -0.23
H -3.5881 -2.1208 1.4821  0.06
Cd 0.0998 0.5227 0.4302  1.41
H 0.3289 -2.3451 -3.7198  0.09
H 4.1622 4.0547 -0.5129  0.10
C 3.9771 -3.4049 0.0919  -0.47
H -1.9386 4.1194 1.0657  0.06
H 2.6915 -1.0822 1.4419  0.11
C -2.2910 -3.1786 3.8845  -0.45
C -0.0380 3.2937 1.7830  -0.47
H -3.8099 2.6616 -2.7037  0.07
H -3.0146 1.7245 1.4499  0.06
O 0.4766 -1.2847 -0.5681  -0.14
H 5.9258 -2.5581 -0.5234  0.08
H 4.1590 0.4953 -1.1019  0.06
C -0.2665 -1.9946 -1.5468  -0.45
C 0.6996 -2.2347 -2.7007  -0.03
H -2.8345 0.6118 -3.1010  0.05
H -2.0804 -5.1855 4.0145  0.09
C -0.8145 -3.3063 -1.0031  -0.03
H 5.3314 -5.0148 -0.2762  0.07
H -1.5301 -3.8320 -1.6353  0.10
H -4.5524 1.1195 1.1834  0.08
H -1.7348 -1.1942 1.6400  0.04
H -0.7088 -4.5000 3.1202  0.07
H 0.8244 3.6665 3.7486  0.05
C -0.6081 2.6402 -2.2126  -0.36
F -1.8938 4.5227 -1.2270  0.12
H -1.8329 -3.0795 4.8685  0.13
H 2.9825 3.5724 -1.6023  0.07
C -3.5657 0.7856 1.5041  -0.03
H 2.7653 2.2357 -5.2069  0.07
H -5.4917 0.3156 -3.9276  0.13
H 3.6969 2.0333 0.9750  0.14
H -4.2566 0.8912 -6.1187  0.07
H -1.7141 4.0180 2.9163  0.08
H 4.8398 -1.3432 0.2723  0.06
F 0.1680 4.7074 -1.3586  0.18
I -0.7586 0.8899 5.1095  -0.05
H -1.3868 2.3688 -2.9254  0.13
H 2.1330 -3.8237 0.1124  0.09
H -2.2810 -4.4871 2.3187  0.08
H -0.8589 5.2072 1.9295  0.08
H -4.2913 -2.1483 4.5080  0.07
H 1.2369 -3.1485 -2.4470  0.07
C -1.2830 4.2031 1.9325  -0.02
C 1.1821 3.7012 2.7195  -0.03
H 4.1137 -3.5805 1.1589  0.11
H -3.4604 -2.2164 -0.2720  0.07
H 0.2936 3.3322 0.7454  0.09
C -4.6007 0.9403 -3.8644  -0.46
H -5.3401 2.1345 -5.4651  0.07
H -1.8095 -1.4143 3.8605  -0.03
C 1.7032 -2.6275 2.6834  -0.06
H 1.3809 4.7619 2.5664  0.07
H -1.2593 -3.1741 -0.0168  0.06
H 5.3955 1.5840 -0.4799  0.10
C 3.3924 2.1666 -0.0631  -0.44
C -3.6913 -1.5501 0.5592  -0.04
H 0.6385 1.3279 -4.3251  0.12
H 4.3230 1.8153 -2.0019  0.07
H -4.7238 -1.2230 0.4366  0.09
H 3.6234 -5.5131 -0.1139  0.07
H -3.0912 0.2409 -0.5043  0.12
H 2.0311 3.0194 2.6704  0.06
H -1.1226 -1.4654 -1.9654  0.14
C -3.9223 -3.1019 4.1305  -0.02
C 2.8513 -0.6057 3.5480  -0.04
H 2.9316 3.2430 -3.7757  0.07
C -2.9627 -0.2164 0.4767  -0.40
O -0.4019 1.9459 1.9446  -0.24
C 4.4128 1.5444 -0.9500  -0.05
H -0.6606 1.9573 2.8690  -0.11
C -1.7837 -4.4300 3.2870  -0.05
H 1.2304 -1.8673 -0.4497  0.05
C -4.6522 1.9738 -2.7781  -0.06
H -4.2351 -3.7599 4.9414  0.06
H 2.6948 0.4701 3.6269  0.07
C 2.4835 2.3258 -4.1578  -0.07
O -1.6424 -0.5372 0.9461  -0.18
C 4.3097 -4.8219 -0.6033  -0.02
O 0.7987 -0.4898 2.1886  -0.21

E_tot   -2626.19155 a.u.


Record order is preserved below.
LUMO energy: 0.61; 0.27 eV
Record order is preserved below.
Strongest force on any atom: 1.390; 4.040 eV/Å